No. 1
C44H78InN4O2PSb2Se2 | ωB97M-V/def2-TZVPD

- lowest unoccupied orbital energy (eV) = 0.28
- frontier orbital gap (eV) = 6.991
- energy above the lowest of the compared OMol25 structures with the same formula, charge and spin (eV) = 0.0000

```
! RIJCOSX wB97M-V def2-TZVPD def2/J DEFGRID3
* xyz 0 1
In -0.233 0.092 1.100
C 0.161 4.295 3.733
C -0.217 2.850 3.975
C -1.498 2.351 3.721
C -2.603 3.206 3.140
C -1.798 1.005 3.996
C -3.187 0.511 3.657
C -0.819 0.156 4.520
C -1.081 -1.309 4.793
C 0.463 0.661 4.774
C 1.552 -0.219 5.342
C 0.763 1.993 4.497
C 2.170 2.485 4.738
H 0.500 4.763 4.659
H -0.660 4.898 3.361
H 0.977 4.373 3.011
H -3.413 3.343 3.860
H -3.034 2.729 2.258
H -2.269 4.194 2.842
H -3.297 0.375 2.575
H -3.948 1.229 3.964
H -3.432 -0.432 4.134
H -0.970 -1.538 5.855
H -0.371 -1.932 4.244
H -2.074 -1.626 4.491
H 1.798 0.081 6.365
H 2.467 -0.135 4.753
H 1.273 -1.268 5.369
H 2.830 2.159 3.927
H 2.580 2.084 5.665
H 2.231 3.567 4.794
C -2.891 4.242 -1.382
Sb -1.607 2.667 -0.659
C -0.859 2.258 -2.628
C -0.005 4.014 0.054
C 0.453 5.019 -0.948
C -0.191 6.266 -0.936
C 0.104 7.266 -1.839
C 1.077 7.038 -2.803
C 1.729 5.820 -2.819
C 1.448 4.793 -1.909
C 2.286 3.539 -2.102
Sb 2.256 1.702 -0.939
C 3.691 2.407 0.508
C 3.718 0.871 -2.287
H -3.725 3.775 -1.907
H -2.347 4.894 -2.065
H -3.287 4.831 -0.554
H -0.617 3.191 -3.137
H -1.638 1.724 -3.177
H 0.007 1.606 -2.575
H 0.788 3.370 0.432
H -0.451 4.501 0.921
H -0.947 6.441 -0.178
H -0.416 8.215 -1.791
H 1.327 7.800 -3.530
H 2.493 5.642 -3.569
H 3.340 3.826 -2.050
H 2.124 3.186 -3.125
H 4.566 2.801 -0.011
H 3.991 1.599 1.175
H 3.241 3.202 1.105
H 4.432 1.644 -2.574
H 3.218 0.492 -3.179
H 4.249 0.050 -1.812
O 5.867 -1.022 2.383
C 5.320 -1.235 1.089
C 4.808 -2.671 1.003
C 6.006 -3.636 0.980
O 6.847 -3.470 -0.150
C 3.949 -3.019 2.217
Se 2.340 -1.902 2.212
C 3.994 -2.843 -0.282
Se 2.116 -2.237 -0.097
H 6.372 -0.205 2.377
H 6.082 -1.099 0.315
H 4.493 -0.545 0.896
H 5.637 -4.667 1.048
H 6.632 -3.439 1.849
H 6.371 -3.746 -0.940
H 4.473 -2.793 3.144
H 3.653 -4.068 2.205
H 3.939 -3.896 -0.562
H 4.427 -2.276 -1.107
N -1.050 -0.723 -0.657
P -1.750 -1.881 -1.366
N -0.804 -2.761 -2.431
C 0.122 -1.993 -3.263
C 1.376 -2.807 -3.548
C 1.031 -4.086 -4.334
C -0.430 -4.499 -4.104
C -0.854 -4.201 -2.672
N -2.454 -3.145 -0.467
C -1.528 -3.906 0.394
C -1.709 -3.568 1.869
C -3.111 -3.975 2.337
C -4.134 -3.810 1.201
C -3.693 -2.738 0.216
N -3.044 -1.340 -2.285
C -3.721 -0.094 -1.927
C -4.865 0.201 -2.891
C -4.390 0.080 -4.336
C -3.806 -1.324 -4.613
C -3.666 -2.137 -3.327
H 0.359 -1.068 -2.735
H -0.344 -1.713 -4.220
H 1.836 -3.072 -2.591
H 2.098 -2.197 -4.094
H 1.690 -4.899 -4.020
H 1.205 -3.934 -5.402
H -0.561 -5.563 -4.311
H -1.087 -3.956 -4.789
H -0.182 -4.742 -1.988
H -1.861 -4.569 -2.479
H -0.506 -3.689 0.090
H -1.689 -4.981 0.247
H -1.560 -2.492 1.998
H -0.940 -4.068 2.461
H -3.404 -3.373 3.200
H -3.098 -5.015 2.669
H -5.114 -3.543 1.601
H -4.254 -4.751 0.657
H -3.566 -1.787 0.757
H -4.468 -2.580 -0.536
H -2.999 0.727 -1.975
H -4.094 -0.112 -0.896
H -5.238 1.206 -2.685
H -5.696 -0.488 -2.714
H -3.628 0.842 -4.516
H -5.214 0.291 -5.020
H -2.818 -1.230 -5.071
H -4.434 -1.877 -5.315
H -3.047 -3.012 -3.510
H -4.650 -2.509 -3.009
*
```

Here are the Löwdin charges for atoms 1 to 8, given in e:
1 In 0.416
2 C -0.047
3 C -0.176
4 C -0.200
5 C -0.053
6 C -0.236
7 C -0.040
8 C -0.225



No. 2
C44H79N5O3 | ωB97M-V/def2-TZVPD

- lowest unoccupied orbital energy (eV) = -1.66
- frontier orbital gap (eV) = 6.109
- structure (SMILES) = COCCCCCCCCCCCCc1ccc2c(c1-c1ccccn1)C(=O)NC2=O.CCN(CC)CC.CCN(CC)CC.CCN(CC)CC
- energy above the lowest of the compared OMol25 structures with the same formula, charge and spin (eV) = 19.6126

```
! RIJCOSX wB97M-V def2-TZVPD def2/J DEFGRID3
* xyz 0 1
C -4.061 -4.761 3.225
O -3.285 -5.777 3.977
C -2.356 -5.147 4.933
C -0.763 -5.261 4.498
C -0.200 -3.814 3.912
C 1.313 -4.040 3.291
C 1.397 -3.730 1.675
C 1.080 -5.148 0.875
C -0.551 -5.364 0.582
C -0.975 -4.356 -0.640
C -1.818 -3.006 -0.125
C -1.104 -1.731 -0.885
C -2.090 -0.450 -1.152
C -2.319 0.537 0.134
C -1.033 0.691 1.138
C -1.364 0.527 2.769
C -0.245 0.660 3.960
C 1.304 0.982 3.500
C 1.630 1.160 1.903
C 0.514 1.025 0.710
C 0.931 1.198 -0.869
C 2.167 0.321 -1.460
C 2.741 0.358 -3.018
C 1.835 1.405 -3.958
C 0.612 2.155 -3.186
N 0.167 2.112 -1.765
C 3.237 1.497 1.866
O 4.123 1.495 0.846
N 3.627 1.803 3.324
C 2.676 1.213 4.369
O 2.853 0.975 5.671
H -3.410 -3.785 3.097
H -5.030 -4.463 3.846
H -4.391 -5.205 2.171
H -2.456 -5.759 5.950
H -2.690 -4.030 5.165
H -0.106 -5.562 5.427
H -0.677 -6.077 3.636
H -0.189 -2.973 4.759
H -0.979 -3.478 3.087
H 2.094 -3.423 3.916
H 1.574 -5.179 3.439
H 0.697 -2.842 1.356
H 2.510 -3.389 1.422
H 1.709 -5.085 -0.136
H 1.484 -6.095 1.462
H -1.187 -5.107 1.532
H -0.714 -6.481 0.196
H -1.523 -4.911 -1.531
H 0.048 -3.959 -1.111
H -2.959 -3.150 -0.442
H -1.712 -3.004 1.040
H -0.099 -1.486 -0.337
H -0.791 -2.137 -1.964
H -3.157 -0.901 -1.429
H -1.762 0.184 -2.100
H -2.522 1.626 -0.313
H -3.313 0.281 0.744
H -2.477 0.323 3.092
H -0.525 0.555 5.114
H 2.730 -0.396 -0.698
H 3.646 -0.266 -3.418
H 2.076 1.577 -5.103
H -0.041 2.867 -3.891
H 3.549 2.856 3.312
C -0.979 -0.228 -5.486
C -1.993 0.847 -5.870
N -1.766 1.444 -7.188
C -2.573 2.644 -7.427
C -4.088 2.478 -7.485
C -1.693 0.510 -8.316
C -2.900 -0.386 -8.571
H 0.043 0.157 -5.535
H -1.164 -0.562 -4.459
H -1.053 -1.108 -6.133
H -1.919 1.636 -5.109
H -3.001 0.422 -5.781
H -2.237 3.130 -8.352
H -2.343 3.369 -6.635
H -4.409 2.029 -8.427
H -4.569 3.461 -7.422
H -4.475 1.876 -6.657
H -0.817 -0.132 -8.174
H -1.468 1.065 -9.235
H -3.305 -0.821 -7.655
H -2.607 -1.218 -9.221
H -3.700 0.148 -9.087
C -6.750 1.018 4.922
C -5.795 2.180 4.660
N -5.606 2.494 3.242
C -4.496 3.420 2.997
C -4.621 4.836 3.552
C -6.824 2.765 2.472
C -7.715 3.911 2.939
H -6.429 0.115 4.395
H -6.772 0.791 5.994
H -7.774 1.255 4.619
H -4.825 1.894 5.090
H -6.144 3.052 5.229
H -4.304 3.481 1.918
H -3.585 2.973 3.415
H -5.309 5.442 2.958
H -3.646 5.333 3.515
H -4.950 4.849 4.596
H -7.427 1.852 2.452
H -6.560 2.933 1.420
H -7.857 3.921 4.022
H -8.706 3.812 2.484
H -7.322 4.882 2.630
C 10.039 2.292 -2.255
C 8.843 2.231 -1.309
N 8.678 0.944 -0.631
C 7.390 0.813 0.058
C 7.117 1.750 1.230
C 9.837 0.456 0.122
C 10.377 1.342 1.240
H 9.992 1.496 -3.004
H 10.044 3.251 -2.785
H 10.989 2.212 -1.718
H 7.949 2.426 -1.918
H 8.921 3.063 -0.596
H 7.263 -0.223 0.399
H 6.594 0.959 -0.684
H 7.668 1.449 2.124
H 6.053 1.717 1.488
H 7.360 2.792 0.999
H 10.652 0.268 -0.586
H 9.612 -0.534 0.538
H 10.439 2.394 0.953
H 11.390 1.020 1.504
H 9.775 1.263 2.147
*
```

Here are the Löwdin charges for atoms 1 to 8, given in e:
1 C -0.122
2 O -0.268
3 C -0.226
4 C -0.174
5 C -0.212
6 C -0.206
7 C -0.196
8 C -0.205



No. 3
C44H81AlBeBr4FN3O14S3 | ωB97M-V/def2-TZVPD

- ⟨S²⟩ = 1.758
- lowest unoccupied orbital energy (spin up / spin down) (eV) = -8.54 / -8.54
- frontier orbital gap (spin up / spin down) (eV) = 5.661 / 5.653
- energy above the lowest of the compared OMol25 structures with the same formula, charge and spin (eV) = 0.0000

```
! RIJCOSX wB97M-V def2-TZVPD def2/J DEFGRID3
* xyz 3 2
C -3.098 -2.351 -5.125
C -2.216 -1.200 -5.495
O -2.595 -0.317 -6.236
O -0.971 -1.161 -4.940
C -0.005 -1.883 -5.751
C 1.082 -2.508 -4.917
C 0.621 -3.620 -3.966
C 1.310 -3.583 -2.617
C 1.106 -2.250 -1.904
C 1.035 -2.361 -0.389
C 0.403 -1.089 0.185
C -0.556 -1.393 1.338
C -1.584 -0.275 1.714
C -1.244 0.160 3.167
C 0.121 0.850 3.321
C 1.033 0.096 4.295
S 2.640 0.913 4.432
C 2.594 1.759 5.955
S 1.292 1.938 6.905
N 3.922 2.143 6.270
C 4.169 3.587 6.502
C 5.668 3.749 6.705
O 6.167 2.909 7.753
C 5.883 1.558 7.487
C 4.367 1.476 7.455
C -3.015 -0.863 1.824
C -3.803 -0.933 0.495
C -5.259 -1.332 0.812
C -3.297 -1.989 -0.492
N -3.827 0.480 -0.005
O -4.630 1.192 0.510
C -2.534 1.145 -0.364
C -2.834 2.645 -0.506
C -2.032 0.743 -1.758
C -1.521 0.981 0.818
H -2.818 -2.788 -4.171
H -3.073 -3.126 -5.883
H -4.113 -1.979 -5.036
H 0.415 -1.184 -6.471
H -0.515 -2.660 -6.324
H 1.612 -1.724 -4.378
H 1.783 -2.908 -5.649
H 0.823 -4.572 -4.448
H -0.486 -3.567 -3.843
H 0.959 -4.428 -2.024
H 2.363 -3.777 -2.832
H 1.934 -1.595 -2.175
H 0.178 -1.827 -2.299
H 2.050 -2.489 -0.015
H 0.465 -3.242 -0.123
H 1.194 -0.462 0.600
H -0.076 -0.576 -0.642
H 0.064 -1.613 2.206
H -1.088 -2.321 1.139
H -2.043 0.809 3.522
H -1.275 -0.745 3.775
H 0.648 0.925 2.373
H -0.028 1.840 3.748
H 1.269 -0.895 3.912
H 0.573 0.031 5.277
H 3.623 3.954 7.374
H 3.848 4.170 5.642
H 6.152 3.503 5.756
H 5.908 4.776 6.962
H 6.328 0.903 8.229
H 6.250 1.319 6.484
H 3.995 1.920 8.383
H 3.932 0.438 7.410
H -2.998 -1.867 2.234
H -3.586 -0.171 2.445
H -5.316 -2.414 0.824
H -5.910 -1.009 0.002
H -5.603 -0.934 1.760
H -3.454 -2.961 -0.023
H -2.244 -1.918 -0.737
H -3.890 -1.988 -1.404
H -3.680 2.816 -1.163
H -1.964 3.104 -0.966
H -3.002 3.130 0.451
H -1.038 1.177 -1.838
H -2.634 1.216 -2.525
H -1.906 -0.323 -1.910
H -0.537 1.130 0.392
H -1.706 1.849 1.449
F -1.347 -5.070 -3.497
C -5.348 -3.994 -7.261
O -5.800 -3.956 -6.133
N -6.025 -3.570 -8.352
C -5.470 -3.606 -9.704
C -7.340 -3.065 -8.132
H -4.344 -4.374 -7.496
H -5.422 -2.601 -10.123
H -6.085 -4.233 -10.347
H -4.466 -4.019 -9.669
H -7.248 -2.200 -7.419
H -7.987 -3.806 -7.653
H -7.789 -2.726 -9.064
Be 3.248 -0.532 6.380
C -6.164 3.857 -2.925
Br -5.296 2.209 -3.456
Br -7.762 4.141 -3.944
Br -6.502 3.954 -1.039
H -5.474 4.654 -3.168
O -1.396 -5.245 -0.107
C -1.107 -6.181 0.591
O 0.076 -6.800 0.543
C 0.086 -7.940 1.438
C -1.003 -7.643 2.471
C -1.989 -6.851 1.620
H -0.123 -8.836 0.855
H 1.076 -8.027 1.874
H -1.421 -8.532 2.934
H -0.597 -7.011 3.262
H -2.713 -7.488 1.112
H -2.528 -6.045 2.195
Br -4.104 -4.826 2.067
O 7.501 7.778 4.544
S 7.146 8.225 5.856
O 6.231 7.444 6.642
O 6.636 9.718 5.783
C 5.561 10.039 4.868
C 4.208 9.560 5.350
C 8.591 8.532 6.805
H 5.802 9.645 3.880
H 5.575 11.123 4.800
H 4.156 8.472 5.376
H 3.431 9.925 4.679
H 4.008 9.925 6.357
H 9.275 9.137 6.217
H 9.032 7.563 7.028
H 8.305 9.037 7.723
C 6.231 -1.795 1.218
C 5.371 -2.973 0.826
O 4.718 -3.580 1.644
C 5.360 -3.353 -0.635
H 6.151 -1.629 2.290
H 7.274 -1.990 0.967
H 5.905 -0.897 0.690
H 6.366 -3.611 -0.967
H 4.992 -2.517 -1.233
H 4.708 -4.211 -0.780
Al -8.462 -0.926 -6.488
C -0.860 3.796 -5.697
C -1.481 2.564 -5.060
O -2.172 3.133 -3.934
C -2.425 4.441 -4.204
O -3.139 5.120 -3.537
O -1.777 4.830 -5.311
H -0.789 3.737 -6.778
H 0.122 4.032 -5.285
H -2.210 2.073 -5.707
H -0.749 1.831 -4.730
*
```

Here are the Löwdin charges for atoms 1 to 8, given in e:
1 C 0.025
2 C -0.518
3 O 0.108
4 O -0.048
5 C -0.156
6 C -0.147
7 C -0.200
8 C -0.184